No. 1
Molecular formula: C4H11N3O2
Method: DFT, the ωB97M-V functional and the def2-TZVPD basis

Last column: Löwdin charge in e.
Atoms and positions in Å:
C (-0.68, -1.63, 1.15)  -0.020
C (-0.06, -1.43, -1.30)  -0.025
C (0.05, -0.81, 0.10)  -0.639
O (1.35, -0.47, 0.43)  -0.083
H (-1.10, -1.59, -1.60)  0.075
H (-0.23, -2.62, 1.21)  0.081
H (-1.74, -1.74, 0.91)  0.078
H (-0.58, -1.15, 2.13)  0.075
H (0.45, -2.39, -1.27)  0.085
H (0.45, -0.80, -2.02)  0.082
C (0.77, 1.27, 0.14)  -0.480
N (-1.43, 1.16, -0.80)  0.075
N (1.17, 1.87, 1.31)  0.162
O (1.17, 1.88, -0.99)  0.118
N (-0.47, 0.63, 0.09)  -0.085
H (1.49, 2.78, -0.80)  0.127
H (-1.34, 0.75, -1.72)  0.073
H (-2.35, 0.95, -0.43)  0.084
H (2.17, 2.05, 1.35)  0.110
H (0.90, 1.30, 2.10)  0.107

Results
Max |F| ... 1.78 eV/A
HOMO ... -8.692 eV
Orbital gap ... 0.3452 Eh
Calculated total energy ... -12889.776 eV


No. 2
Molecular formula: C44H60N4O7P3Rb
Method: DFT, the ωB97M-V functional and the def2-TZVPD basis

Last column: Löwdin charge in e.
Atoms and positions in Å:
Rb (-0.64, 0.26, 0.04)  0.869
N (3.58, -0.91, 1.26)  0.091
C (4.55, 0.04, 0.99)  -0.325
C (5.84, -0.15, 1.50)  -0.048
C (6.83, 0.79, 1.30)  -0.097
C (6.56, 1.95, 0.58)  -0.097
C (5.29, 2.14, 0.07)  -0.098
C (4.27, 1.21, 0.25)  -0.308
P (2.59, 1.43, -0.48)  1.090
C (3.04, 1.38, -2.26)  -0.350
C (2.78, 0.18, -2.92)  -0.106
C (3.14, 0.01, -4.25)  -0.083
C (3.76, 1.05, -4.94)  -0.094
C (4.03, 2.24, -4.28)  -0.085
C (3.68, 2.40, -2.95)  -0.092
C (2.35, 3.20, -0.08)  -0.367
C (2.74, 3.63, 1.19)  -0.118
C (2.59, 4.96, 1.57)  -0.102
C (2.05, 5.88, 0.68)  -0.089
C (1.64, 5.45, -0.58)  -0.081
C (1.76, 4.12, -0.95)  -0.084
H (3.92, -1.84, 1.43)  0.092
H (2.76, -0.89, 0.67)  0.025
H (6.05, -1.05, 2.07)  0.105
H (7.82, 0.62, 1.71)  0.100
H (7.33, 2.70, 0.43)  0.097
H (5.07, 3.04, -0.49)  0.102
H (2.27, -0.62, -2.40)  0.097
H (2.92, -0.92, -4.76)  0.103
H (4.03, 0.92, -5.98)  0.099
H (4.52, 3.05, -4.81)  0.101
H (3.90, 3.34, -2.46)  0.097
H (3.21, 2.93, 1.88)  0.104
H (2.91, 5.28, 2.55)  0.100
H (1.96, 6.92, 0.96)  0.099
H (1.23, 6.16, -1.28)  0.096
H (1.37, 3.77, -1.89)  0.093
N (-0.11, 2.31, -4.28)  0.101
C (-0.41, 1.43, -3.14)  -0.753
O (0.03, 1.91, -1.98)  -0.364
C (-1.73, 0.68, -3.27)  -0.102
C (-0.42, -0.08, -3.43)  -0.131
H (0.90, 2.39, -4.35)  0.055
H (-0.44, 1.90, -5.15)  0.061
H (-2.34, 0.84, -4.16)  0.092
H (-2.31, 0.55, -2.36)  0.066
H (-0.16, -0.44, -4.42)  0.092
H (-0.12, -0.75, -2.63)  0.039
C (0.61, -2.36, 4.06)  -0.049
C (-0.05, -3.56, 3.93)  -0.057
C (-0.39, -4.00, 2.66)  -0.016
C (-0.05, -3.22, 1.56)  -0.227
N (0.61, -2.06, 1.68)  0.084
C (0.92, -1.65, 2.91)  -0.157
C (-0.44, -3.65, 0.19)  -0.226
C (-0.36, -4.99, -0.18)  -0.019
C (-0.78, -5.36, -1.45)  -0.059
C (-1.28, -4.39, -2.30)  -0.049
C (-1.32, -3.08, -1.84)  -0.123
N (-0.90, -2.71, -0.63)  0.080
H (0.89, -1.96, 5.03)  0.106
H (-0.32, -4.15, 4.80)  0.108
H (-0.94, -4.92, 2.52)  0.112
H (1.44, -0.70, 2.98)  0.103
H (0.04, -5.72, 0.51)  0.112
H (-0.72, -6.39, -1.77)  0.109
H (-1.63, -4.63, -3.29)  0.106
H (-1.70, -2.29, -2.48)  0.101
C (1.00, 3.59, 4.53)  -0.042
C (-0.11, 2.77, 5.17)  -0.412
C (-1.30, 3.63, 5.59)  -0.042
O (-0.46, 1.67, 4.30)  -0.163
P (-1.58, 1.50, 3.19)  0.445
O (-1.45, 0.16, 2.58)  -0.373
C (-1.41, 2.87, 2.03)  -0.211
P (-2.70, 2.99, 0.75)  0.432
O (-2.95, 1.70, 0.10)  -0.351
O (-2.20, 4.19, -0.12)  -0.174
C (-2.11, 4.20, -1.61)  -0.377
C (-1.81, 5.63, -1.97)  -0.034
C (-3.41, 3.72, -2.23)  -0.038
O (-3.98, 3.53, 1.51)  -0.172
C (-4.05, 4.88, 2.04)  -0.444
C (-4.84, 5.74, 1.08)  -0.029
C (-4.69, 4.78, 3.41)  -0.034
O (-2.97, 1.78, 3.89)  -0.201
C (-3.92, 0.69, 4.13)  -0.418
C (-4.61, 1.00, 5.44)  -0.040
C (-4.87, 0.61, 2.95)  -0.028
H (1.38, 4.32, 5.25)  0.091
H (0.64, 4.13, 3.65)  0.066
H (1.82, 2.95, 4.22)  0.086
H (0.29, 2.27, 6.05)  0.143
H (-1.71, 4.18, 4.75)  0.068
H (-0.96, 4.35, 6.33)  0.092
H (-2.08, 3.02, 6.03)  0.076
H (-0.42, 2.81, 1.55)  0.077
H (-1.39, 3.80, 2.60)  0.064
H (-1.29, 3.52, -1.86)  0.107
H (-2.68, 6.27, -1.80)  0.078
H (-1.54, 5.68, -3.03)  0.094
H (-0.98, 6.00, -1.38)  0.056
H (-4.24, 4.36, -1.93)  0.081
H (-3.62, 2.69, -1.96)  0.064
H (-3.30, 3.78, -3.32)  0.094
H (-3.04, 5.28, 2.12)  0.131
H (-5.84, 5.32, 0.93)  0.094
H (-4.34, 5.79, 0.11)  0.062
H (-4.94, 6.76, 1.47)  0.088
H (-5.70, 4.39, 3.32)  0.090
H (-4.73, 5.77, 3.87)  0.088
H (-4.12, 4.11, 4.05)  0.058
H (-3.35, -0.24, 4.21)  0.135
H (-5.13, 1.96, 5.37)  0.082
H (-3.89, 1.05, 6.26)  0.079
H (-5.34, 0.23, 5.66)  0.086
H (-5.42, 1.54, 2.85)  0.082
H (-5.58, -0.21, 3.11)  0.090
H (-4.32, 0.43, 2.03)  0.074

Results
Max |F| ... 0.78 eV/A
HOMO ... -6.146 eV
Orbital gap ... 0.2356 Eh
Calculated total energy ... -95422.949 eV


No. 3
Molecular formula: C14H19N3S
Method: DFT, the ωB97M-V functional and the def2-TZVPD basis

Last column: Löwdin charge in e.
Atoms and positions in Å:
C (-4.06, -1.11, -1.41)  -0.065
C (-4.44, -0.79, -0.31)  -0.222
C (-3.63, -0.07, 0.77)  -0.232
N (-2.35, 0.03, 0.43)  -0.083
C (-1.38, -1.04, 0.41)  -0.150
C (-0.31, -0.39, 0.09)  -0.201
C (-0.69, 0.87, -0.24)  -0.076
C (-1.95, 1.21, -0.27)  -0.193
C (-2.84, 2.40, -0.54)  -0.002
H (-2.16, 3.07, -0.98)  0.068
H (-3.70, 2.29, -1.04)  0.031
H (-3.26, 2.92, 0.38)  0.110
H (0.10, 1.51, -0.98)  0.181
C (1.08, -0.79, -0.05)  -0.346
C (1.36, -2.22, -0.37)  -0.331
S (3.01, -2.46, -0.26)  1.076
C (3.29, -0.83, -0.18)  -0.488
N (2.11, -0.09, -0.02)  0.093
N (4.59, -0.01, -0.28)  -0.028
H (5.23, -0.66, -0.38)  0.042
C (4.63, 1.31, -0.36)  -0.309
C (5.73, 1.82, 0.77)  -0.058
H (5.97, 2.91, 0.64)  0.046
H (5.61, 1.46, 1.81)  0.061
H (6.77, 1.43, 0.02)  0.136
H (3.83, 1.78, 0.08)  0.083
H (4.86, 1.46, -1.31)  0.070
H (0.76, -2.88, -0.36)  -0.066
C (-1.69, -2.21, 1.34)  0.043
H (-2.16, -2.89, 0.67)  0.081
H (-2.13, -1.95, 2.12)  -0.006
H (-0.68, -2.66, 1.30)  0.092
H (-4.21, 0.84, 1.09)  0.133
H (-3.86, -0.94, 1.66)  0.170
H (-5.66, -1.02, -0.06)  0.173
H (-4.70, -1.35, -2.22)  0.048
H (-3.06, -0.94, -1.94)  0.119

Results
Max |F| ... 11.95 eV/A
HOMO ... -7.209 eV
Orbital gap ... 0.2916 Eh
Calculated total energy ... -30120.831 eV


No. 4
Molecular formula: C3H5NO3
Method: DFT, the ωB97M-V functional and the def2-TZVPD basis

Last column: Löwdin charge in e.
Atoms and positions in Å:
N (-2.10, -0.74, -0.08)  0.187
C (-1.24, 0.27, 0.06)  -0.477
O (-1.52, 1.41, 0.19)  0.076
C (0.36, -0.22, 0.16)  -0.258
O (0.48, -1.53, 0.38)  0.044
C (1.26, 0.72, 0.08)  -0.223
O (2.56, 0.66, 0.09)  0.047
H (-2.00, -1.58, -0.57)  0.098
H (-2.95, -0.32, -0.30)  0.091
H (1.47, -1.59, 0.53)  0.147
H (0.69, 1.74, 0.04)  0.159
H (2.99, 1.17, -0.59)  0.110

Results
Structure (SMILES) ... NC(=O)/C(O)=C/O
Max |F| ... 5.70 eV/A
HOMO ... -8.562 eV
Orbital gap ... 0.3340 Eh
Calculated total energy ... -10823.219 eV


What did we get for lowest unoccupied orbital energy? Answer: 0.7, 0.3, 0.7, 0.5 eV, in the order shown.